[1]
Here is the molecule C6H6BrNO2 at a distorted geometry from the OMol25 dataset. Energies are from ωB97M-V/def2-TZVPD.

Its total energy is -3011.31061 Ha. Its SMILES is O=[N+]([O-])\C=C/C=C\C=C\Br. The calculation puts the energy above the lowest of the compared OMol25 structures with the same formula, charge and spin at 29.2 kcal/mol. As for the highest occupied orbital energy: -0.3270 Eh.

The geometry in ORCA input format:
```
! RIJCOSX wB97M-V def2-TZVPD def2/J DEFGRID3
* xyz 0 1
O -0.20 0.74 1.75
N -0.58 1.57 0.96
O -0.52 2.78 1.14
C -1.15 1.17 -0.28
C -1.35 -0.08 -0.72
C -0.96 -1.35 -0.13
C 0.24 -1.66 0.37
C 1.39 -0.79 0.36
C 1.65 0.05 -0.65
Br 3.14 1.20 -0.67
H -1.53 2.02 -0.83
H -1.93 -0.17 -1.63
H -1.73 -2.10 -0.17
H 0.39 -2.63 0.83
H 2.06 -0.85 1.20
H 1.06 0.10 -1.55
*
```

[2]
Here is the ion C4H7N2 with charge +1 at a distorted geometry from the OMol25 dataset. Energies are from ωB97M-V/def2-TZVPD.

Its total energy is -265.74849 Ha. Its SMILES is [H]/N=C(/C)C=[N+]=C. The calculation puts the energy above the lowest of the compared OMol25 structures with the same formula, charge and spin at 100.4 kcal/mol. As for the highest occupied orbital energy: -0.5725 Eh.

The geometry in ORCA input format:
```
! RIJCOSX wB97M-V def2-TZVPD def2/J DEFGRID3
* xyz 1 1
H 0.00 -0.52 -1.42
N 0.98 -0.36 -1.12
C 0.64 0.25 -0.04
C 1.66 1.16 0.61
C -0.70 0.16 0.64
N -1.60 -0.68 0.38
C -1.88 -1.49 -0.55
H 1.90 0.78 1.61
H 2.46 1.26 -0.12
H 1.24 2.17 0.65
H -0.90 0.90 1.41
H -2.04 -1.06 -1.55
H -1.76 -2.57 -0.51
*
```

[3]
Here is the ion CH3O3 with charge +1 at a distorted geometry from the OMol25 dataset. Energies are from ωB97M-V/def2-TZVPD.

Its total energy is -264.98525 Ha. The calculation puts the energy above the lowest of the compared OMol25 structures with the same formula, charge and spin at 120.6 kcal/mol. As for the highest occupied orbital energy (alpha / beta): -0.6974 / -0.6945 Eh.

The geometry in ORCA input format:
```
! RIJCOSX wB97M-V def2-TZVPD def2/J DEFGRID3
* xyz 1 1
C -0.75 0.29 -0.57
O 2.05 -0.65 1.42
O 0.00 -0.23 0.66
O 1.37 -0.11 0.60
H -1.25 -0.58 -0.81
H 0.07 0.45 -1.28
H -1.49 0.82 -0.02
*
```